# 1
# C13H16N2O5

The molecule C13H16N2O5 at a distorted geometry (ωB97M-V with the def2-TZVPD basis set, the OMol25 dataset).

Structure (XYZ):
```
36
Properties=species:S:1:pos:R:3:forces:R:3
N 0.72632 1.52818 -0.88756 0.1 -1.3 -0.3
C 0.61757 0.01304 -0.71310 -0.3 1.3 -0.2
C 1.31070 -0.59997 0.57199 -0.7 0.0 -0.9
C 2.82174 -0.42727 0.53124 -0.3 -0.4 -0.8
C 3.62445 -1.41241 -0.09285 -0.1 -0.8 0.4
C 4.98519 -1.26699 -0.24424 1.9 -0.2 -1.2
C 5.62564 -0.07676 0.13334 -0.7 1.3 -0.4
C 4.80335 0.97922 0.55487 -1.0 -1.5 1.2
C 3.41950 0.78766 0.85963 1.9 -1.2 -1.4
C -0.87724 -0.33410 -0.70254 1.7 3.0 1.8
O -1.23191 -1.42792 -0.98876 -1.5 -3.0 -0.9
N -1.68094 0.64600 -0.21087 -0.2 -1.1 -0.3
C -3.10657 0.43096 -0.15290 -0.1 0.9 -0.7
C -3.61644 -0.51433 0.94862 -1.2 0.8 0.1
C -4.42682 -1.66216 0.39483 -1.1 -2.3 0.0
O -5.47153 -2.07031 0.84116 0.4 1.1 0.3
O -3.91450 -2.41215 -0.62623 -0.4 0.9 0.7
C -3.76936 1.79110 -0.05970 1.2 0.1 0.5
O -3.18155 2.85778 -0.04015 -1.2 -1.1 -0.1
O -5.08426 1.57750 0.02409 0.3 0.2 -0.2
H 0.56517 1.78774 -1.88052 0.0 -0.5 0.9
H 1.68730 1.77641 -0.71987 0.4 0.2 0.1
H 0.99847 -0.51241 -1.58403 0.3 -0.1 -0.1
H 0.96093 -1.66163 0.54494 0.7 0.7 0.1
H 0.85827 -0.15200 1.45523 0.1 0.2 0.1
H 3.27592 -2.40253 -0.43066 -0.6 0.8 0.3
H 5.59161 -2.03309 -0.84506 -1.0 0.9 1.3
H 6.69464 0.17153 -0.01196 -0.7 -0.7 0.0
H 5.21475 1.91590 0.83003 0.5 0.8 0.0
H 2.85727 1.60400 1.21718 -0.6 0.8 0.6
H -1.28403 1.56481 -0.08980 0.0 0.2 0.0
H -3.49535 0.08889 -1.13961 0.5 -0.2 0.5
H -2.80373 -0.89781 1.48818 1.5 -0.9 0.4
H -4.17419 -0.00114 1.77334 0.0 -0.3 -1.1
H -3.04265 -2.09280 -0.85263 1.1 0.2 -0.4
H -5.47770 2.43706 0.10439 -0.8 0.9 0.1
```
Positions in Å, forces in eV/Å.

Results
Maximum force, eV Å⁻¹: 3.9
SMILES string: N[C@@H](Cc1ccccc1)C(=O)N[C@@H](CC(=O)O)C(=O)O
Energy relative to the best compared isomer or geometry (same formula, charge and spin), kJ/mol: 96.0
E, hartree: -990.73595
E_HOMO, eV: -9.543

***

# 2
# C17H20BrFN6O2

The molecule C17H20BrFN6O2 (ωB97M-V with the def2-TZVPD basis set, the OMol25 dataset).

Structure (XYZ):
```
47
Properties=species:S:1:pos:R:3:forces:R:3
O 1.49647 -1.92060 -2.03471 0.0 0.1 0.1
C 0.35639 -2.16356 -1.68481 0.0 -0.1 -0.1
N 0.02736 -3.19442 -0.88054 0.0 0.0 0.0
C 1.06886 -4.00569 -0.28110 0.0 0.0 0.0
C 1.67638 -3.29416 0.92382 0.0 0.0 0.0
C 0.71449 -3.22179 2.09665 0.0 0.0 0.0
F 1.01159 -4.24579 3.00298 0.0 0.0 0.0
C 0.77274 -1.91506 2.87104 0.0 0.0 0.0
N 0.22879 -0.83874 2.06430 0.0 0.0 0.0
C 0.78737 0.34331 1.72327 0.0 0.0 0.0
C -0.19050 0.99271 1.01296 0.0 0.0 0.0
C -0.17744 2.35678 0.43672 0.0 0.0 0.0
C 1.20216 2.91119 0.25017 0.0 0.0 0.0
C 1.46587 4.38060 0.13942 0.0 0.0 0.0
C 1.88253 3.63775 1.37924 0.0 0.0 0.0
C -1.27068 2.70835 -0.53449 0.0 0.0 0.0
C -1.31599 3.25564 0.85982 0.0 0.0 0.0
N -1.27295 0.17222 0.95589 0.0 0.0 0.0
N -1.01546 -0.92618 1.59669 0.0 0.0 0.0
C -0.84088 -1.36045 -2.15882 0.0 0.0 -0.1
N -2.02281 -1.98360 -2.03589 0.0 0.1 0.1
C -3.09275 -1.33836 -2.44758 0.0 0.0 0.0
N -3.11448 -0.12982 -3.00006 0.0 0.0 0.0
C -1.95175 0.47907 -3.13126 0.0 0.0 0.0
O -1.94566 1.69155 -3.68662 0.0 0.0 0.0
C -0.74345 -0.09768 -2.71039 0.0 0.0 0.0
Br 0.83428 0.89267 -2.92000 0.0 0.0 0.0
H -0.95121 -3.33312 -0.68396 0.0 0.0 0.0
H 0.63667 -4.96355 0.00975 0.0 0.0 0.0
H 1.83442 -4.18958 -1.03386 0.0 0.0 0.0
H 2.57987 -3.80412 1.26456 0.0 0.0 0.0
H 1.97051 -2.29129 0.60488 0.0 0.0 0.0
H -0.31684 -3.37809 1.77506 0.0 0.0 0.0
H 0.19670 -2.00953 3.79087 0.0 0.0 0.0
H 1.80179 -1.66001 3.12315 0.0 0.0 0.0
H 1.78835 0.61875 2.00331 0.0 0.0 0.0
H 1.83769 2.27793 -0.35888 0.0 0.0 0.0
H 2.23810 4.69567 -0.54784 0.0 0.0 0.0
H 0.63431 5.06666 0.21866 0.0 0.0 0.0
H 1.29645 3.80552 2.27369 0.0 0.0 0.0
H 2.93780 3.47142 1.54749 0.0 0.0 0.0
H -1.00211 3.37963 -1.33873 0.0 0.0 0.0
H -1.98090 1.93128 -0.77789 0.0 0.0 0.0
H -2.03749 2.82189 1.53868 0.0 0.0 0.0
H -1.11957 4.30792 1.01226 0.0 0.0 0.0
H -4.04744 -1.83783 -2.33496 0.0 0.0 0.0
H -2.86762 1.90446 -3.89296 0.0 0.0 0.0
```
Positions in Å, forces in eV/Å.

Results
Maximum force, eV Å⁻¹: 0.2
SMILES string: O=C(NCC[C@@H](F)Cn1cc(C2(C3CC3)CC2)nn1)c1ncnc(O)c1Br
Energy relative to the best compared isomer or geometry (same formula, charge and spin), kJ/mol: 5.6
E, hartree: -3812.67518
E_HOMO, eV: -9.022

***

# 3
# C4H8N2Si

The molecule C4H8N2Si at a distorted geometry (ωB97M-V with the def2-TZVPD basis set, the OMol25 dataset).

Structure (XYZ):
```
15
Properties=species:S:1:pos:R:3:forces:R:3
C 1.67739 1.75444 -0.00494 -0.3 -2.1 -0.9
C 0.89035 0.63356 -0.13558 0.2 0.1 2.6
N 1.64776 -0.52197 0.18024 -0.2 -1.2 -0.5
C 0.89325 -1.63550 -0.02627 -1.6 0.0 -0.4
C -0.36948 -1.23913 -0.24346 0.6 -3.3 -0.4
N -0.55107 0.09233 -0.15527 0.4 2.9 -1.0
Si -2.45464 0.35930 0.05393 2.8 2.9 0.8
H 1.42546 2.76456 -0.05771 -0.4 1.2 -0.1
H 2.74309 1.39186 -0.01202 -1.1 1.3 0.1
H 2.61139 -0.65350 0.50100 -0.9 1.1 -0.4
H 1.25494 -2.59993 -0.21984 0.7 -1.0 0.1
H -1.09565 -1.90198 -0.68928 -0.4 0.0 0.3
H -2.89196 1.75302 -0.49969 0.4 -1.4 0.1
H -2.38823 0.52499 1.50930 -0.5 0.0 0.2
H -3.39259 -0.72207 -0.20041 0.3 -0.4 -0.7
```
Positions in Å, forces in eV/Å.

Results
Maximum force, eV Å⁻¹: 4.1
SMILES string: C=C1NC=CN1[SiH3]
Energy relative to the best compared isomer or geometry (same formula, charge and spin), kJ/mol: 273.2
E, hartree: -556.08769
E_HOMO, eV: -6.404

***

# 4
# C5H14N4O

A cluster of 2 separate species, C5H14N4O in total (ωB97M-V with the def2-TZVPD basis set, the OMol25 dataset).

Structure (XYZ):
```
24
Properties=species:S:1:pos:R:3:forces:R:3
C -1.13698 0.40319 -0.96316 0.3 0.0 0.3
C -0.83099 1.86544 -1.16467 0.0 -0.1 0.1
C -2.55397 0.05460 -0.59704 0.1 0.0 0.1
N -0.47901 -0.42225 -1.79161 0.3 -0.1 0.1
N -0.16335 0.20846 0.79544 0.3 -0.1 -0.4
H -0.75751 -1.39405 -1.74472 0.0 0.1 0.0
H 0.58271 -0.27586 -1.65363 -0.4 -0.1 -0.1
H -0.64963 -0.39100 1.45638 0.0 0.0 0.0
H -0.08144 1.12935 1.21882 0.0 0.0 0.0
H -2.65584 -1.00584 -0.36325 0.0 0.0 0.0
H -1.28206 2.17673 -2.11064 0.0 0.0 0.0
H 0.24689 2.01013 -1.21811 0.0 0.0 0.0
H -1.25080 2.47376 -0.36470 0.0 0.0 0.0
H -2.88823 0.64163 0.25716 0.0 0.0 0.0
H -3.20565 0.28409 -1.44440 0.1 0.0 0.0
C 1.33560 -1.81911 0.79242 0.0 0.2 0.0
C 1.35778 -0.30720 0.53208 -0.4 -0.2 -0.4
N 2.10520 0.46382 1.58772 0.1 0.4 0.4
N 3.04015 -0.12862 2.12628 -0.4 -0.1 -0.2
O 1.76348 0.06990 -0.65020 0.0 0.0 0.3
H 3.48670 0.52978 2.78676 -0.1 0.0 -0.2
H 1.01218 -2.07040 1.80485 0.0 0.0 0.0
H 0.66587 -2.28754 0.06939 0.0 0.0 0.0
H 2.33889 -2.20900 0.63883 0.0 0.0 0.0
```
Positions in Å, forces in eV/Å.

Results
Maximum force, eV Å⁻¹: 0.6
Energy relative to the best compared isomer or geometry (same formula, charge and spin), kJ/mol: 289.6
E, hartree: -493.08725
E_HOMO, eV: -8.047

***

# 5
# C12H33AlO13S4

A structure of composition C12H33AlO13S4 at a distorted geometry (ωB97M-V with the def2-TZVPD basis set, the OMol25 dataset).

Structure (XYZ):
```
63
Properties=species:S:1:pos:R:3:forces:R:3
Al 0.14424 30.34055 -25.26985 1.0 1.4 2.5
O 0.05909 28.20603 -23.34866 -0.5 0.1 -1.6
H 0.27048 27.85748 -22.46077 0.3 0.7 0.2
O -1.49029 31.34757 -23.18116 -0.4 0.0 -0.2
S -2.21350 31.95093 -22.07149 -0.1 1.8 2.0
O -2.83433 31.15180 -21.04588 0.4 0.1 -1.4
O -1.10117 32.86416 -21.31666 -0.4 -0.5 -1.5
C -1.17590 33.04002 -19.91116 -0.4 -0.1 2.2
C -0.09203 33.99426 -19.46559 -0.3 -0.1 -1.1
C -3.39229 33.24746 -22.65080 0.7 -0.8 -0.9
H -1.08970 32.09550 -19.37402 0.3 -0.3 -0.4
H -2.13113 33.39850 -19.52759 -0.4 0.2 -0.7
H -0.30598 34.96886 -19.90431 0.1 0.2 0.1
H 0.82727 33.61095 -19.90836 0.4 0.2 0.6
H -0.09269 34.09275 -18.38005 0.3 -0.2 -0.1
H -3.98341 32.70809 -23.39091 -0.3 0.1 0.2
H -2.86092 34.03194 -23.18962 0.4 -0.3 0.1
H -4.01730 33.72907 -21.89878 0.3 -0.7 0.4
O 0.96453 33.01516 -24.75699 -0.5 0.6 0.1
S 1.08267 34.46360 -24.53713 -2.0 1.1 0.2
O 1.78326 35.26397 -25.52272 -0.9 -1.0 1.5
O -0.52094 35.00148 -24.32543 2.1 -1.2 -0.3
C -0.83940 36.42560 -24.42329 1.1 0.7 0.2
C -0.22971 37.28242 -23.24769 -0.3 -1.1 -1.1
C 1.63381 34.70278 -22.82252 0.9 -0.2 -0.4
H -1.92078 36.44164 -24.55914 0.1 0.0 0.3
H -0.37019 36.76240 -25.34768 -0.3 0.2 -0.1
H -0.67165 38.27440 -23.15417 -0.1 -0.2 -0.2
H 0.81863 37.39551 -23.52390 0.1 0.3 0.3
H -0.29533 36.75000 -22.29883 -0.2 0.1 0.0
H 1.99151 35.72519 -22.70073 -0.3 0.0 -0.2
H 2.48304 34.04415 -22.64053 0.0 -0.1 -0.3
H 0.84913 34.44173 -22.11243 -0.2 0.0 -0.5
O 2.81079 31.46281 -25.96092 0.3 -0.1 0.3
S 4.12948 32.05226 -26.13346 2.8 1.1 -0.5
O 4.50912 32.53985 -27.46844 -0.8 -0.7 2.9
O 4.36208 33.22319 -24.92801 -1.1 -1.4 -1.3
C 5.22755 34.36660 -25.13525 1.5 0.3 -0.6
C 5.71715 34.92514 -23.78497 -1.7 -0.9 -0.6
C 5.46608 30.82753 -25.48216 -1.8 0.5 -1.1
H 4.81055 35.07841 -25.84767 -0.6 0.1 0.4
H 6.13764 34.06052 -25.65113 0.1 -0.5 -0.2
H 4.83689 35.19176 -23.20002 0.1 0.4 0.1
H 6.35616 35.79157 -23.95549 0.1 -0.3 0.2
H 6.16263 34.08033 -23.25967 0.5 0.4 0.1
H 5.04173 30.44772 -24.55276 0.3 0.3 0.1
H 6.44055 31.31564 -25.46646 -0.3 0.2 0.3
H 5.47629 30.02849 -26.22347 0.0 0.1 -0.1
O 2.65354 32.14687 -20.76943 -0.4 -1.2 -0.6
S 2.33236 30.96079 -21.52425 0.9 -1.0 0.5
O 1.42372 31.08489 -22.67384 1.4 -0.7 0.8
O 3.74655 30.26334 -22.04153 -3.2 1.0 -2.4
C 4.72999 29.72730 -21.21194 1.5 1.4 3.2
C 6.16314 29.86187 -21.78662 -1.0 -1.6 -1.7
C 1.63010 29.61566 -20.45739 -0.2 0.2 -0.4
H 4.40407 28.77140 -20.80190 0.4 -0.4 -0.6
H 4.73783 30.40009 -20.35440 0.1 -0.1 0.5
H 6.15640 30.60519 -22.58383 0.1 0.5 0.5
H 6.35960 28.94750 -22.34645 0.1 -0.2 -0.1
H 7.02754 29.94198 -21.12745 -0.7 0.4 0.4
H 1.29790 28.79707 -21.09587 0.4 0.2 -0.3
H 0.71854 29.94553 -19.95906 0.2 0.5 0.0
H 2.31931 29.19753 -19.72372 0.2 0.5 -0.1
```
Positions in Å, forces in eV/Å.

Results
Maximum force, eV Å⁻¹: 4.1
Energy relative to the best compared isomer or geometry (same formula, charge and spin), kJ/mol: 257.2
E, hartree: -3289.35331
Charge: +2
E_HOMO, eV: -15.894

***

# 6
# CCl2S2

A cluster of 2 separate species, CCl2S2 in total at a distorted geometry (ωB97M-V with the def2-TZVPD basis set, the OMol25 dataset).

Structure (XYZ):
```
5
Properties=species:S:1:pos:R:3:forces:R:3
C 1.13730 -0.96960 -1.09077 -1.1 0.7 -2.2
S -0.35878 -0.63390 -1.21112 -0.7 -0.1 -0.1
S -1.54104 2.49252 1.13910 0.0 -1.4 0.2
Cl 2.34792 -1.33951 -0.16069 2.0 -0.7 1.9
Cl -1.58540 0.45049 1.32348 -0.1 1.6 0.2
```
Positions in Å, forces in eV/Å.

Results
Maximum force, eV Å⁻¹: 2.9
Energy relative to the best compared isomer or geometry (same formula, charge and spin), kJ/mol: 326.1
E, hartree: -1754.71837
E_HOMO (spin up / spin down), eV: -9.544 / -7.391